Record 1
DFT (the ωB97M-V functional and the def2-TZVPD basis) results for a cluster of 2 separate species, C4H5BrO2 in total.

CARTESIAN COORDINATES (ANGSTROEM)
C: 3.37722 2.57548 0.16816
C: 1.48697 -0.68891 -1.19657
C: 0.14553 -0.62888 1.06598
C: 0.27960 -0.12817 -0.33971
O: 3.19671 3.24143 1.10296
O: 3.51517 1.90776 -0.75448
Br: 2.62456 -1.57146 -0.22426
H: 0.42528 -1.68891 1.21287
H: -0.92332 -0.41645 1.33575
H: 0.76358 0.01913 1.69165
H: 0.58080 0.94430 -0.63793
H: -0.62831 -0.41656 -0.92894

Output
Charge: 0
HOMO energy in eV: -8.336
Energy above the lowest of the compared OMol25 structures with the same formula, charge and spin in eV: 2.4246

Mulliken atomic charge list, values in e, 8 entries:
1 C 0.73
2 C -0.35
3 C -1.05
4 C -0.13
5 O -0.38
6 O -0.34
7 Br 0.01
8 H 0.36

=====

Record 2
DFT (the ωB97M-V functional and the def2-TZVPD basis) results for a structure of composition C19H25N7O4V.

CARTESIAN COORDINATES (ANGSTROEM)
V: 0.43530 -0.47100 -0.21780
C: 3.99920 1.26100 0.71330
C: 2.67730 0.65060 1.10460
O: 1.86560 0.33910 0.15320
C: 2.33490 0.37480 2.41420
C: 1.15890 -0.33120 2.72890
C: 0.89170 -0.72730 4.15270
N: 0.29950 -0.68050 1.77610
N: -0.80760 -1.35640 2.16980
C: -1.51220 -1.69920 1.10910
O: -1.10010 -1.28500 -0.03990
C: -2.69730 -2.52760 1.30590
C: -3.15280 -2.76680 2.60550
C: -4.25850 -3.55820 2.82780
C: -4.93030 -4.12510 1.75500
C: -4.48440 -3.89910 0.46240
C: -3.37780 -3.10410 0.23260
H: 4.61630 0.50570 0.22500
H: 4.53280 1.64070 1.57730
H: 3.84290 2.06580 -0.00310
H: 2.99840 0.65960 3.21460
H: 1.71660 -0.43670 4.79760
H: 0.75070 -1.80570 4.20690
H: -0.03030 -0.26600 4.50590
H: -2.61060 -2.31400 3.41850
H: -4.60030 -3.74290 3.83610
H: -5.80080 -4.73990 1.93190
H: -5.00900 -4.35920 -0.36350
H: -3.02120 -2.93330 -0.77330
C: -3.14280 3.91140 -1.21800
N: -2.80420 3.32120 0.05200
C: -1.81600 2.39140 0.18610
N: -1.50480 2.03170 1.46170
O: -1.20190 1.95660 -0.77660
H: -2.85110 4.96560 -1.26260
H: -4.21590 3.83900 -1.40090
H: -2.61260 3.35200 -1.98800
H: -3.24110 3.71260 0.86970
H: -2.15270 2.18760 2.21550
H: -0.90480 1.21090 1.52730
C: -0.64600 -2.16160 -4.94510
N: -0.29830 -0.98850 -4.17710
C: -0.37280 0.24360 -4.74230
C: 0.07950 1.34460 -4.08240
C: 0.60210 1.15210 -2.78310
N: 0.53870 -0.03950 -2.19570
C: 0.11480 -1.13950 -2.84600
O: 0.13200 -2.24330 -2.32620
N: 1.24820 2.13750 -2.11480
H: -0.37980 -1.99160 -5.98900
H: -1.71410 -2.38080 -4.86730
H: -0.07900 -3.00230 -4.54540
H: -0.79710 0.29350 -5.73370
H: 0.04250 2.32330 -4.53070
H: 1.01100 3.08860 -2.34640
H: 1.36830 1.92650 -1.12700

Output
Charge: 0
Spin multiplicity: 4
HOMO energy (alpha / beta) in eV: -5.184 / -6.780
Energy above the lowest of the compared OMol25 structures with the same formula, charge and spin in eV: 1.8645

Mulliken atomic charge list, values in e, 8 entries:
1 V 1.00
2 C -1.40
3 C 0.64
4 O -0.46
5 C -0.98
6 C 0.80
7 C -1.43
8 N 0.25

=====

Record 3
DFT (the ωB97M-V functional and the def2-TZVPD basis) results for the molecule C3H5NO2S.

CARTESIAN COORDINATES (ANGSTROEM)
C: -0.58763 -0.39600 0.41390
C: 0.61292 -0.09604 -0.42009
S: 2.42479 -0.22031 0.00031
C: 1.24872 1.26148 -0.05524
N: 1.81935 2.22354 -1.06394
O: 1.75353 3.34162 -0.70474
O: 2.41355 1.73914 -1.95518
H: -1.42025 -0.83948 -0.12215
H: -0.84856 0.50866 0.87497
H: -0.39463 -1.15313 1.14457
H: 0.62804 -0.24448 -1.45178
H: 1.05723 1.75712 0.88129

Output
Charge: 0
HOMO energy in eV: -9.355
Energy above the lowest of the compared OMol25 structures with the same formula, charge and spin in eV: 4.5174

Mulliken atomic charge list, values in e, 8 entries:
1 C -1.14
2 C -0.11
3 S -0.11
4 C -0.46
5 N 0.98
6 O -0.59
7 O -0.54
8 H 0.32

=====

Record 4
DFT (the ωB97M-V functional and the def2-TZVPD basis) results for a cluster of 11 separate species, C6H35NO11 in total.

CARTESIAN COORDINATES (ANGSTROEM)
C: -0.78653 1.13731 -1.53071
C: 0.06447 0.07849 -0.89462
C: 0.21069 -1.24705 -1.49911
C: -0.94303 -2.22321 -1.29943
C: -0.87274 -2.95368 0.09906
N: 0.49661 -3.56137 0.56446
C: 1.21392 -3.00740 1.69630
O: 1.09658 -1.58857 1.71045
H: -1.78218 0.81563 -1.71126
H: -0.37690 1.54076 -2.48164
H: -1.03439 1.85849 -0.78510
H: 1.05005 0.54648 -0.76380
H: -0.35301 -0.04493 0.22392
H: 1.18090 -1.71658 -1.20442
H: 0.13319 -1.16626 -2.56698
H: -1.99592 -1.77647 -1.54525
H: -0.88405 -3.02864 -2.02349
H: -1.50510 -3.78395 0.11455
H: -1.20301 -2.18310 0.77995
H: 1.15182 -3.62703 -0.26696
H: 2.33056 -3.14401 1.51482
H: 0.79848 -3.50711 2.61573
H: 0.42329 -1.20158 2.27337
O: 4.23925 1.47075 1.17176
H: 3.48183 0.93002 1.16509
H: 4.34533 1.68730 0.28518
O: 3.64612 0.35623 -1.16496
H: 3.38497 -0.29191 -1.93947
H: 3.55520 -0.10874 -0.38720
O: 1.47185 0.47910 -4.10724
H: 0.76705 -0.00881 -4.59278
H: 1.30760 1.32472 -4.62873
O: -3.93216 1.99960 -2.27917
H: -3.37398 2.68919 -2.29882
H: -4.04366 1.91042 -1.27372
O: -0.70806 -0.42237 3.26704
H: -1.59364 -0.09051 3.05087
H: -0.26030 0.47503 3.09497
O: -4.14584 1.87924 0.46648
H: -3.28915 1.84369 0.97546
H: -4.47163 1.01971 0.69713
O: 1.58188 1.09343 4.38072
H: 2.03624 0.50493 3.61584
H: 0.97739 0.32932 4.86816
O: 1.59532 3.16665 2.00698
H: 2.12113 3.12590 1.21024
H: 1.87127 2.53048 2.79978
O: -2.50475 -0.81063 -4.07996
H: -2.81947 0.15804 -3.98555
H: -1.87638 -0.99645 -3.33565
O: -0.87524 2.27016 2.47848
H: -0.76102 2.56199 3.44035
H: -0.14084 2.70729 2.07886

Output
Charge: 0
HOMO energy in eV: -8.913
Energy above the lowest of the compared OMol25 structures with the same formula, charge and spin in eV: 5.0053

Mulliken atomic charge list, values in e, 8 entries:
1 C -1.49
2 C 1.34
3 C -0.12
4 C -0.81
5 C -0.98
6 N -0.36
7 C -0.49
8 O -0.34